{
  "formula": "C31H63N4O5S2",
  "method": "wB97M-V/def2-TZVPD",
  "e_homo_ev": -11.7370,
  "total_charge": 1,
  "fmax_ev_per_a": 2.36,
  "orbital_gap_ha": 0.270,
  "e_tot_ev": -71028.1112,
  "symbols": ["C", "O", "C", "C", "C", "C", "C", "C", "C", "C", "C", "C", "N", "N", "N", "N", "C", "S", "C", "C", "O", "O", "C", "C", "C", "O", "C", "O", "C", "S", "H", "H", "H", "H", "H", "H", "H", "H", "H", "H", "H", "H", "H", "H", "H", "H", "H", "H", "H", "H", "H", "H", "H", "H", "H", "H", "H", "H", "H", "H", "H", "H", "H", "H", "H", "C", "C", "C", "C", "C", "C", "H", "H", "H", "H", "H", "H", "H", "H", "H", "H", "H", "H", "H", "H", "C", "C", "C", "C", "C", "C", "H", "H", "H", "H", "H", "H", "H", "H", "H", "H", "H", "H", "H", "H"],
  "xyz": [[2.5891, -5.5284, 0.5739], [3.9586, -5.7060, 0.2754], [4.4864, -4.7608, -0.6337], [4.6319, -3.3642, -0.0322], [5.3982, -2.3782, -0.9232], [4.7195, -2.0868, -2.2679], [5.5006, -1.1151, -3.1843], [4.8418, 0.2535, -3.4197], [5.1198, 1.3308, -2.3588], [4.4374, 1.0848, -0.9926], [3.6816, 2.3121, -0.4445], [2.5376, 1.9045, 0.5062], [1.2203, 2.4988, 0.2000], [0.8273, 2.9014, -1.0010], [-0.3772, 3.3847, -0.9702], [-0.8124, 3.2847, 0.2475], [0.1634, 2.7312, 0.9964], [0.0721, 2.4758, 2.7100], [0.3483, 0.6783, 2.8675], [-0.8631, -0.2316, 2.6989], [-1.0385, -1.1183, 3.4352], [-1.6854, 0.0508, 1.6635], [-1.1777, -0.1615, 0.3361], [-1.2585, -1.6233, -0.1315], [-0.3588, -2.5760, 0.6466], [-0.8617, -1.4833, -1.5151], [-1.5630, -2.1774, -2.4625], [-2.1174, -1.5928, -3.3120], [-1.5301, -3.6908, -2.4107], [0.1377, -4.3617, -2.7086], [2.4469, -4.8973, 1.4625], [2.0500, -5.0676, -0.2706], [2.1573, -6.5149, 0.7647], [5.4737, -5.1403, -0.9298], [3.8576, -4.7298, -1.5387], [3.6345, -2.9442, 0.1814], [5.1454, -3.4496, 0.9348], [5.4910, -1.4359, -0.3643], [6.4165, -2.7501, -1.1026], [3.7119, -1.6872, -2.0713], [4.5630, -3.0307, -2.8026], [5.6271, -1.5924, -4.1626], [6.5186, -0.9703, -2.7908], [3.7517, 0.1103, -3.5020], [5.1772, 0.6524, -4.3839], [6.2025, 1.4337, -2.2204], [4.7723, 2.2921, -2.7653], [5.1868, 0.7807, -0.2552], [3.7164, 0.2623, -1.1003], [3.3188, 2.9033, -1.2930], [4.3575, 2.9663, 0.1156], [2.7373, 2.2133, 1.5388], [2.4001, 0.8157, 0.5045], [1.3716, 2.8366, -1.8546], [0.7351, 0.5453, 3.8828], [1.1324, 0.3571, 2.1749], [-1.7773, 0.4660, -0.3275], [-0.1243, 0.1576, 0.2552], [-2.3099, -1.9358, -0.0782], [0.0037, -3.3637, -0.0143], [0.5309, -2.0513, 1.0247], [-0.8814, -3.0117, 1.5003], [-2.1695, -4.0374, -3.2268], [-1.9349, -4.0802, -1.4728], [0.3268, -4.9100, -1.5045], [-2.8943, 1.3913, 5.1662], [-2.1709, 1.0301, 6.4599], [-2.8660, -0.0734, 7.2553], [-4.2824, 0.2712, 7.7204], [-4.3872, 1.5317, 8.5779], [-3.5958, 1.4515, 9.8793], [-3.8943, 1.7837, 5.3513], [-2.3477, 2.1593, 4.6118], [-2.9979, 0.5128, 4.5244], [-2.0575, 1.9250, 7.0777], [-1.1550, 0.6938, 6.2245], [-2.2480, -0.3289, 8.1197], [-2.9104, -0.9778, 6.6400], [-4.6732, -0.5780, 8.2886], [-4.9385, 0.3757, 6.8518], [-5.4410, 1.7029, 8.8104], [-4.0608, 2.4044, 8.0045], [-3.9256, 0.6031, 10.4823], [-3.7284, 2.3551, 10.4749], [-2.5259, 1.3351, 9.6972], [-4.6956, 2.4659, -7.6815], [-4.7008, 3.0304, -6.2648], [-3.3480, 3.5884, -5.8250], [-2.2122, 2.5633, -5.7975], [-2.4667, 1.3435, -4.9122], [-2.6608, 1.7009, -3.4427], [-4.0090, 1.6235, -7.7794], [-5.6872, 2.1128, -7.9660], [-4.3942, 3.2287, -8.4026], [-5.0314, 2.2574, -5.5650], [-5.4419, 3.8309, -6.2007], [-3.4560, 4.0435, -4.8362], [-3.0644, 4.4023, -6.4997], [-1.2997, 3.0661, -5.4565], [-2.0026, 2.2239, -6.8152], [-1.6181, 0.6611, -5.0022], [-3.3363, 0.7878, -5.2702], [-1.7869, 2.2341, -3.0588], [-2.8001, 0.7989, -2.8465], [-3.5324, 2.3401, -3.2922]],
  "atomic_forces_ev_per_a": [[0.0, 0.0, 0.0], [-0.1, 0.0, -0.1], [0.1, 0.1, -0.1], [-0.1, 0.2, 0.1], [-0.1, 0.1, 0.0], [0.0, 0.0, 0.1], [0.0, -0.1, 0.0], [0.0, 0.1, 0.1], [0.0, 0.1, 0.0], [0.0, 0.0, -0.1], [0.0, -0.1, 0.1], [0.2, -0.1, 0.3], [0.0, 0.0, 0.2], [-0.2, 0.1, -0.3], [0.1, -0.1, -0.1], [0.0, 0.0, 0.3], [0.0, -0.1, -0.2], [-0.1, -0.1, 0.1], [0.4, 0.2, -0.1], [0.6, 1.5, -1.2], [-0.5, -1.7, 1.6], [-0.1, -0.1, -0.5], [-0.1, 0.1, 0.0], [-0.1, 0.3, -0.1], [0.1, 0.2, 0.0], [0.3, 0.0, 0.6], [0.6, -1.1, 1.2], [-0.9, 1.0, -1.6], [-0.2, -0.2, -0.1], [0.0, 0.0, 0.0], [0.0, -0.1, -0.1], [0.2, -0.1, 0.1], [0.1, 0.1, 0.0], [-0.2, 0.1, 0.1], [0.1, 0.0, 0.1], [0.1, -0.1, -0.1], [-0.1, -0.1, -0.2], [0.2, -0.2, -0.1], [-0.2, 0.1, 0.1], [0.1, -0.1, -0.1], [0.0, 0.2, 0.1], [0.0, 0.1, 0.2], [-0.2, 0.0, -0.1], [0.2, 0.1, -0.1], [0.0, -0.1, 0.1], [-0.2, 0.0, -0.1], [0.1, -0.1, 0.1], [-0.2, -0.1, 0.0], [0.2, 0.1, 0.0], [0.0, 0.0, 0.2], [-0.1, 0.0, -0.2], [-0.1, -0.1, -0.2], [0.0, 0.2, -0.1], [0.0, -0.1, 0.1], [-0.1, 0.0, -0.2], [-0.1, 0.0, 0.2], [0.0, -0.1, 0.1], [-0.1, -0.1, 0.0], [0.2, 0.0, 0.0], [-0.1, 0.0, 0.1], [-0.1, -0.1, -0.1], [0.1, 0.1, -0.1], [0.1, 0.1, 0.2], [0.1, 0.1, -0.1], [0.0, 0.0, 0.0], [0.1, 0.0, 0.0], [0.0, 0.0, 0.0], [0.0, 0.0, 0.0], [0.0, 0.0, 0.0], [0.0, 0.0, 0.0], [0.0, 0.0, 0.0], [0.0, 0.0, 0.0], [0.0, 0.0, 0.0], [0.0, 0.0, 0.0], [0.0, 0.0, 0.0], [0.0, 0.0, 0.0], [0.0, 0.0, 0.0], [0.0, 0.0, 0.0], [0.0, 0.0, 0.0], [0.0, 0.0, 0.0], [0.0, 0.0, 0.0], [0.0, 0.0, 0.0], [0.0, 0.0, 0.0], [0.0, 0.0, 0.0], [0.0, 0.0, 0.0], [0.0, 0.0, 0.0], [0.0, 0.0, 0.0], [0.0, 0.0, 0.0], [0.0, 0.0, 0.0], [0.1, 0.1, 0.0], [-0.1, -0.1, 0.0], [0.0, 0.0, 0.0], [0.0, 0.0, 0.0], [0.0, 0.0, 0.0], [0.0, 0.0, 0.0], [0.0, 0.0, 0.0], [0.0, 0.0, 0.0], [0.0, 0.0, 0.0], [0.0, 0.0, 0.0], [0.0, 0.0, 0.0], [0.0, 0.0, 0.0], [0.0, 0.0, 0.0], [0.0, 0.1, 0.0], [0.0, 0.0, 0.0], [0.0, 0.0, 0.0]],
  "mulliken_charge": [-0.432, -0.427, -0.558, -0.073, -0.366, -0.026, -0.931, -0.796, -0.870, 0.204, -1.449, -0.293, 0.386, 0.450, -0.494, -0.261, 0.316, -0.106, -0.554, 0.772, -0.505, -0.389, -0.316, 0.440, -0.503, -0.134, 0.272, -0.467, -0.618, -0.132, 0.248, -0.022, 0.336, 0.322, 0.280, -0.221, 0.342, -0.003, 0.404, -0.094, 0.485, 0.361, 0.422, 0.233, 0.416, 0.390, 0.467, 0.357, -0.132, 0.782, 0.291, 0.333, 0.318, 0.243, 0.570, 0.082, 0.348, -0.190, 0.426, -0.320, 0.137, 0.342, 0.437, 0.369, 0.052, -1.067, -0.133, -0.783, -0.726, -0.349, -1.214, 0.450, 0.241, 0.153, 0.309, 0.188, 0.345, 0.328, 0.407, 0.293, 0.398, 0.223, 0.299, 0.382, 0.284, -1.213, -0.364, -0.749, -0.878, -0.237, -0.731, 0.281, 0.382, 0.303, 0.240, 0.380, 0.301, 0.410, 0.332, 0.371, 0.269, 0.311, 0.101, 0.226, 0.283]
}



{
  "formula": "C31H63N4O6",
  "method": "wB97M-V/def2-TZVPD",
  "e_homo_ev": [-8.1558, -9.0577],
  "fmax_ev_per_a": 3.87,
  "orbital_gap_ha": [0.327, 0.341],
  "e_tot_ev": -51408.6232,
  "multiplicity": 4,
  "s2": 3.762,
  "symbols": ["C", "O", "C", "O", "O", "C", "C", "N", "H", "H", "H", "H", "H", "H", "H", "H", "H", "C", "C", "C", "C", "C", "C", "N", "O", "C", "C", "C", "H", "H", "H", "H", "H", "H", "H", "H", "H", "H", "H", "H", "H", "H", "H", "H", "H", "H", "C", "C", "C", "C", "C", "C", "N", "O", "C", "C", "C", "H", "H", "H", "H", "H", "H", "H", "H", "H", "H", "H", "H", "H", "H", "H", "H", "H", "H", "C", "C", "C", "C", "C", "C", "N", "O", "C", "C", "C", "H", "H", "H", "H", "H", "H", "H", "H", "H", "H", "H", "H", "H", "H", "H", "H", "H", "H"],
  "xyz": [[-4.9450, -0.2223, 5.2940], [-3.6989, -0.3730, 4.6222], [-3.7989, -0.8274, 3.3894], [-4.6168, -1.5490, 2.9944], [-2.7987, -0.3825, 2.6065], [-1.5934, -1.1070, 2.9694], [-0.7102, -0.3006, 3.9057], [-0.1071, -1.1387, 4.9603], [-5.6138, -1.0464, 5.1191], [-5.4254, 0.7112, 5.0462], [-4.7304, -0.2054, 6.3482], [-1.8451, -2.0750, 3.3882], [-1.0628, -1.2943, 2.0506], [-1.2851, 0.4867, 4.3699], [0.0877, 0.1133, 3.3112], [-0.1408, -0.6721, 5.8508], [-0.6067, -2.0107, 5.0436], [-1.8345, 4.4860, -0.1489], [-1.3036, 3.3216, 0.7132], [-0.5194, 3.8912, 1.8954], [0.8209, 4.4934, 1.4759], [1.6521, 3.4796, 0.6896], [0.9033, 2.8342, -0.4786], [-0.4650, 2.3847, -0.0881], [-0.3800, 1.2642, 0.5329], [0.8267, 3.8089, -1.6695], [1.7349, 1.6674, -1.0038], [-2.5538, 2.6060, 1.2116], [-2.6353, 5.0010, 0.3819], [-1.0936, 5.2491, -0.3719], [-2.2465, 4.1163, -1.0890], [-0.3385, 3.1009, 2.6317], [-1.1244, 4.6476, 2.4004], [0.6686, 5.4001, 0.8840], [1.3741, 4.8039, 2.3650], [2.5587, 3.9586, 0.3138], [1.9830, 2.6975, 1.3815], [0.1879, 3.4047, -2.4563], [1.8191, 3.9570, -2.0976], [0.4658, 4.8017, -1.4109], [1.9676, 0.9364, -0.2307], [2.6854, 2.0369, -1.3901], [1.2220, 1.1519, -1.8175], [-3.1181, 2.1833, 0.3781], [-3.2065, 3.3059, 1.7345], [-2.3243, 1.8035, 1.9056], [6.2904, 2.0956, -5.5715], [5.4910, 3.2732, -4.9770], [6.1584, 4.5887, -5.3777], [7.4804, 4.8233, -4.6506], [7.2924, 4.7304, -3.1376], [6.5828, 3.4553, -2.6750], [5.3707, 3.1575, -3.4938], [4.4041, 3.8976, -3.0938], [7.5560, 2.2595, -2.7089], [6.2125, 3.6084, -1.2013], [4.1128, 3.1692, -5.6239], [6.1474, 2.0615, -6.6513], [7.3642, 2.1663, -5.4214], [5.9438, 1.1452, -5.1632], [5.4830, 5.4235, -5.1643], [6.3232, 4.5965, -6.4572], [8.2375, 4.1086, -4.9842], [7.8661, 5.8118, -4.9080], [8.2626, 4.8015, -2.6417], [6.7163, 5.6018, -2.8097], [7.0270, 1.3276, -2.5048], [8.3222, 2.3754, -1.9423], [8.0919, 2.1514, -3.6484], [5.6055, 4.4932, -1.0164], [7.1187, 3.7104, -0.6054], [5.6666, 2.7354, -0.8390], [3.6200, 2.2389, -5.3359], [4.2124, 3.1744, -6.7087], [3.4606, 3.9982, -5.3553], [-5.6075, -8.0026, 0.1556], [-4.4618, -7.6915, 1.1406], [-5.0205, -7.6398, 2.5628], [-5.8773, -6.3993, 2.8126], [-5.1072, -5.1242, 2.4682], [-4.4784, -5.1363, 1.0731], [-3.7695, -6.4191, 0.7881], [-2.6182, -6.3993, 1.3529], [-5.5542, -4.8726, 0.0005], [-3.5275, -3.9506, 0.9572], [-3.5020, -8.8693, 0.9987], [-5.9239, -9.0391, 0.2740], [-6.5015, -7.4049, 0.3105], [-5.2778, -7.8745, -0.8764], [-4.1957, -7.6523, 3.2825], [-5.6077, -8.5408, 2.7542], [-6.8057, -6.4492, 2.2370], [-6.1757, -6.3699, 3.8628], [-5.7659, -4.2588, 2.5576], [-4.3197, -4.9863, 3.2165], [-5.1399, -5.0058, -0.9999], [-5.9124, -3.8458, 0.0730], [-6.4365, -5.5015, 0.0935], [-2.7683, -3.9501, 1.7381], [-4.0824, -3.0205, 1.0565], [-3.0226, -3.9401, -0.0107], [-3.0867, -8.9097, -0.0098], [-4.0330, -9.8032, 1.1808], [-2.6762, -8.8235, 1.7062]],
  "atomic_forces_ev_per_a": [[0.0, -0.3, 0.8], [-0.1, 1.0, 0.9], [2.0, 1.4, -0.3], [-3.1, -2.1, -1.1], [0.7, -0.5, 0.2], [0.4, 0.6, -0.3], [0.3, -0.6, 0.6], [0.1, -0.1, -0.4], [-0.2, -0.3, -0.3], [0.0, 0.3, -0.4], [0.2, 0.0, 0.4], [-0.3, -0.2, 0.2], [0.0, 0.0, -0.4], [-0.3, 0.4, -0.2], [0.3, 0.5, -0.2], [0.0, 0.0, 0.2], [-0.1, -0.1, 0.2], [0.2, 0.1, -0.2], [-1.2, 1.3, -0.4], [0.5, -0.1, 0.1], [0.0, 0.0, -0.1], [-0.2, 0.1, 0.6], [0.7, 0.9, -1.6], [1.0, -0.2, 1.7], [-0.3, -0.9, -0.2], [-0.1, 0.3, 0.0], [-0.1, -0.6, 0.2], [0.1, -0.5, 0.1], [0.0, -0.1, 0.1], [0.0, -0.1, 0.0], [0.0, 0.0, 0.0], [0.0, -0.1, -0.1], [-0.1, 0.0, -0.1], [0.0, 0.0, 0.0], [0.0, 0.0, 0.0], [0.0, -0.1, -0.2], [-0.1, -0.1, -0.1], [0.0, 0.0, 0.0], [0.1, -0.1, 0.1], [-0.1, -0.1, 0.0], [-0.2, 0.0, 0.0], [-0.1, 0.2, 0.0], [0.0, 0.0, 0.0], [0.0, 0.0, 0.0], [0.1, 0.2, -0.1], [0.1, -0.1, -0.1], [0.2, -0.1, 0.1], [0.4, -1.2, -1.4], [0.2, 0.4, 0.3], [0.0, -0.1, 0.0], [-0.2, 0.4, -0.4], [1.4, -1.1, 0.7], [0.2, 1.9, -0.2], [-1.0, -0.2, 0.4], [0.1, -0.1, -0.3], [-0.5, 0.2, 0.1], [-0.4, 0.2, 0.3], [-0.1, 0.1, 0.0], [0.0, 0.0, 0.1], [0.0, 0.0, 0.0], [-0.1, -0.1, 0.1], [-0.1, -0.1, 0.0], [0.0, 0.0, 0.0], [0.0, 0.0, 0.0], [0.0, -0.1, 0.1], [-0.1, -0.1, 0.0], [0.0, 0.0, 0.0], [-0.1, 0.1, 0.1], [-0.1, 0.0, 0.0], [-0.1, -0.1, -0.1], [0.1, -0.1, -0.1], [0.0, 0.0, 0.0], [0.0, 0.0, 0.0], [0.2, 0.0, 0.0], [0.0, 0.0, 0.1], [-0.1, 0.2, -0.1], [-1.1, -1.1, -0.9], [0.0, 0.4, 0.3], [0.0, 0.0, -0.1], [0.0, -0.4, 0.4], [-1.1, 1.1, -1.0], [0.2, 0.1, 1.9], [0.9, 0.0, -0.4], [-0.3, -0.2, 0.0], [0.6, -0.1, 0.0], [0.5, 0.1, 0.1], [0.1, 0.0, 0.1], [0.1, 0.1, 0.0], [0.0, 0.0, 0.0], [0.1, 0.0, -0.1], [0.0, -0.1, -0.1], [0.0, 0.0, 0.0], [0.0, 0.0, 0.0], [0.1, 0.1, -0.1], [0.1, 0.0, -0.1], [0.0, -0.1, 0.0], [0.1, 0.0, 0.1], [0.1, 0.0, 0.0], [0.0, -0.1, -0.1], [-0.2, -0.1, 0.0], [0.0, -0.1, 0.0], [0.0, 0.0, 0.0], [-0.2, 0.1, 0.0], [0.0, 0.1, -0.1]],
  "lowdin_spin": [0.000, 0.000, 0.000, 0.000, 0.000, 0.000, 0.001, 0.000, 0.000, 0.000, 0.000, 0.000, 0.000, 0.000, 0.001, 0.000, 0.000, 0.002, 0.027, 0.015, 0.001, 0.015, 0.027, 0.364, 0.540, 0.003, -0.001, -0.001, 0.000, 0.000, 0.001, 0.003, 0.001, 0.000, 0.001, 0.001, 0.002, 0.002, 0.000, 0.000, 0.000, 0.000, 0.000, 0.000, 0.000, -0.001, 0.002, 0.027, 0.015, 0.001, 0.015, 0.027, 0.365, 0.538, 0.002, -0.001, -0.001, 0.000, 0.000, 0.001, 0.003, 0.001, 0.000, 0.001, 0.001, 0.002, 0.002, 0.000, 0.000, 0.000, 0.000, 0.000, 0.000, 0.000, -0.001, 0.002, 0.027, 0.015, 0.001, 0.015, 0.026, 0.362, 0.543, 0.002, -0.001, -0.001, 0.000, 0.000, 0.001, 0.003, 0.001, 0.000, 0.001, 0.001, 0.002, 0.002, 0.000, 0.000, -0.001, 0.000, 0.000, 0.000, 0.000, -0.001]
}